[1]
Density functional theory data (ωB97M-V/def2-TZVPD) for one molecule with the formula C25H30N2O7.

Structure (XYZ):
```
64
C25H30N2O7 (ωB97M-V/def2-TZVPD)
O -4.0957 1.3868 2.7608
O 5.2304 -1.8356 1.5871
O -3.9704 -2.1339 -0.8215
O -2.4025 3.4009 -1.1741
O -3.6582 0.2278 -1.7727
O 0.6611 -3.6122 0.8069
O 1.9385 -1.8421 0.2881
N 4.2196 -0.5992 -0.0385
N -3.9394 2.4341 0.1520
C -1.2785 0.2506 -1.2349
C 5.5883 2.8109 -0.2148
C -2.5286 -0.3456 -1.2792
C 6.9197 2.5598 -0.4939
C 7.3600 1.2586 -0.6394
C 3.0608 -2.5129 0.8481
C -4.4573 0.5987 1.6517
C 6.4885 0.1849 -0.5037
C -3.6262 1.5895 -2.1403
C -5.7153 -3.6997 -0.4824
C 6.9742 -1.2139 -0.7092
C 5.1545 0.4532 -0.1931
C 3.2475 2.0343 0.2491
C -4.9621 1.4677 0.4910
C -3.0884 2.3125 2.4200
C -0.1940 -0.4332 -0.7107
C -3.5539 3.2416 1.2951
C 4.2960 -1.6084 0.8527
C 4.6914 1.7661 -0.0592
C -2.7026 -1.6574 -0.7706
C -3.2616 2.5543 -1.0030
C -0.3512 -1.7232 -0.2273
C -4.2276 -3.4334 -0.3196
C -1.6115 -2.3292 -0.2581
C 0.7642 -2.5044 0.3419
H -2.1803 1.7790 2.0989
H 6.2878 -1.7688 -1.3478
H -5.9538 -4.6943 -0.1171
H -5.8534 2.0163 0.8191
H 3.1019 3.0815 0.5002
H 7.6119 3.3809 -0.6045
H -5.9918 -3.6276 -1.5304
H 3.2823 -3.4178 0.2681
H 0.7697 0.0468 -0.6744
H -3.6434 -4.1750 -0.8801
H 2.9087 1.4259 1.0869
H -1.1367 1.2548 -1.5994
H -3.5941 0.0054 1.3131
H 2.8423 -2.8275 1.8740
H 8.3969 1.0653 -0.8714
H 5.2407 3.8281 -0.1081
H -5.2449 -0.0730 1.9956
H -2.8747 2.8800 3.3265
H -1.6932 -3.3284 0.1377
H 3.3166 -0.4582 -0.4707
H 2.6207 1.8079 -0.6156
H -4.4199 3.8218 1.6298
H -3.9432 -3.4895 0.7399
H -6.2884 -2.9661 0.0779
H -2.9153 1.7667 -2.9565
H -5.2147 0.8356 -0.3562
H -4.6342 1.8140 -2.5022
H -2.7541 3.9148 0.9859
H 7.9611 -1.2130 -1.1643
H 7.0260 -1.7338 0.2470
```

LUMO level	0.392	eV
energy relative to the best compared isomer or geometry (same formula, charge and spin)	119.9	kJ/mol
F_max	0.71	eV/A
frontier orbital gap	9.1	eV
structure (SMILES)	CCOc1cc(C(=O)OCC(=O)Nc2c(C)cccc2C)ccc1OCC(=O)N1CCOCC1
calculated total energy	-43725.34929	eV



[2]
Density functional theory data (ωB97M-V/def2-TZVPD) for C25H30N2OPSbSe4Ti as an isolated structure.

Structure (XYZ):
```
65
C25H30N2OPSbSe4Ti (ωB97M-V/def2-TZVPD)
Sb 1.3965 0.5742 -3.6793
Se 3.4746 -0.6603 -4.1607
Se 0.3371 1.7495 -5.5522
Se -0.2847 -1.3204 -3.0412
Se 0.3696 2.0895 -0.8737
Ti 0.0355 -0.2683 -0.7889
P 2.4034 0.6166 2.1396
O 0.4235 -2.2094 0.0961
N -2.9837 0.6172 -0.9190
N -1.6710 -0.7381 1.4168
C 2.7009 -3.3465 1.1958
C 3.5740 1.3852 0.9494
C 1.4096 -1.4386 0.2336
C 3.1384 1.3070 3.6930
C 2.9710 -1.1406 2.1845
C 4.5059 1.3260 3.9875
C 2.7240 2.3806 5.8282
C -2.7665 0.2269 1.4656
C 2.2618 1.8503 4.6267
C 3.9377 0.7538 -0.2390
C 3.8116 -1.7109 3.1418
C 4.9728 1.8452 5.1839
C -3.6848 0.1592 0.2589
C 4.7970 3.3430 0.2297
C 4.1146 -3.0638 3.1080
C 5.1648 2.6985 -0.9414
C 4.0028 2.6947 1.1639
C 2.3953 -1.9896 1.2285
C 4.0790 2.3708 6.1126
C 4.7261 1.4042 -1.1787
C 3.5723 -3.8847 2.1273
C -3.0461 2.0659 -1.0352
C -0.8779 -0.6209 2.6283
C -3.5108 0.0208 -2.1392
C -2.1518 -2.1052 1.2676
H 3.5782 -0.2374 -0.4804
H 4.7846 -3.4774 3.8535
H -2.5246 -2.2801 0.2593
H -2.9224 0.3575 -2.9907
H 1.2020 1.8718 4.3987
H -4.5732 0.2885 -2.2943
H 5.7650 3.2141 -1.6818
H 3.8223 -4.9385 2.0963
H -1.4682 -0.8837 3.5256
H -3.4139 -1.0642 -2.0977
H 5.1062 4.3662 0.4122
H -2.4642 2.3834 -1.8971
H -1.3244 -2.7918 1.4227
H 6.0366 1.8501 5.3907
H -2.9512 -2.3313 1.9959
H -0.5174 0.4021 2.7270
H -4.0960 2.3999 -1.1383
H -0.0138 -1.2831 2.5761
H 3.6906 3.2355 2.0493
H -4.5864 0.7652 0.4629
H 4.9359 0.8970 -2.1126
H 2.2440 -3.9586 0.4289
H 4.4442 2.7813 7.0467
H 4.2309 -1.1005 3.9296
H 5.2084 0.9579 3.2490
H -3.3572 0.0884 2.3913
H 2.0215 2.8027 6.5369
H -2.3150 1.2211 1.5056
H -2.5942 2.5414 -0.1663
H -4.0359 -0.8600 0.0965
```

LUMO level (alpha / beta)	3.919 / 3.918	eV
multiplicity	3
F_max	1.41	eV/A
frontier orbital gap (alpha / beta)	4.1 / 5.0	eV
total charge	-2
calculated total energy	-331768.89787	eV



[3]
Density functional theory data (ωB97M-V/def2-TZVPD) for C25H30N4O5Se2Ti as an isolated structure.

Structure (XYZ):
```
67
C25H30N4O5Se2Ti (ωB97M-V/def2-TZVPD)
Se 0.2147 1.5217 2.5695
Se -2.6078 -0.3367 0.6890
Ti 0.0724 -0.2249 0.6072
O -1.1781 3.4687 -0.1796
O 0.5222 -1.7132 1.7281
O -4.0081 3.2680 3.6259
O 0.2496 1.0666 -0.9192
O 0.3180 -3.3540 3.9282
N 2.1388 -0.2055 0.1198
N -0.2276 -1.6713 -1.1461
N -0.6348 -1.0709 -2.2749
N 2.4869 0.4764 -0.9827
C 4.0536 -2.3508 2.4441
C 3.1106 -0.8890 0.7159
C 0.6009 3.1409 -4.5354
C -1.0399 -1.9457 -3.2026
C 1.7762 3.0730 -5.2790
C -3.6349 3.4913 2.2673
C -1.2737 2.8253 2.5188
C 2.8622 2.3700 -4.7510
C 3.9345 -3.2183 3.5098
C -2.4146 2.9104 0.2112
C -1.5381 -1.4924 -4.5338
C 2.9271 -1.7672 1.8258
C 1.4586 1.1220 -1.4951
C -0.3654 -2.9744 -1.3511
C 0.5016 2.5209 -3.3016
C 1.6329 -2.1247 2.3101
C -2.5531 2.5359 1.7187
C 0.0112 -3.9638 -0.2986
C -0.8846 -3.1971 -2.6433
C 1.5423 -2.9790 3.4210
C -3.0741 1.0962 1.9605
C 1.5873 1.7994 -2.7644
C 2.7760 1.7459 -3.5234
C -0.6396 -2.3059 4.1076
C 2.6713 -3.5265 4.0156
H -0.6251 -0.0529 -2.2631
H -4.5273 3.4117 1.6302
H -2.7266 0.7565 2.9395
H -0.8551 3.7662 2.1666
H -1.2035 -2.5564 5.0100
H -0.2475 3.6960 -4.9213
H -3.9546 2.3170 3.7750
H 1.0682 -3.8738 -0.0445
H -0.5465 2.7351 -0.2905
H -2.4793 -0.9488 -4.4316
H -2.6464 2.0295 -0.3918
H -0.1870 -4.9798 -0.6422
H 3.6128 1.1944 -3.1165
H -1.5603 2.9573 3.5631
H -1.3137 -2.2270 3.2561
H 4.1166 -0.7675 0.3184
H -0.4056 2.6073 -2.7162
H 2.5409 -4.1827 4.8673
H -1.1051 -4.1450 -3.1068
H -3.2693 4.5208 2.2134
H -4.1697 1.1033 1.9686
H -0.8171 -0.8261 -5.0104
H 4.8205 -3.6465 3.9655
H -3.1644 3.6760 -0.0244
H -1.7061 -2.3491 -5.1849
H -0.1506 -1.3389 4.2394
H 3.7867 2.3095 -5.3163
H 1.8501 3.5607 -6.2439
H -0.5454 -3.7734 0.6189
H 5.0360 -2.0946 2.0602
```

LUMO level (alpha / beta)	4.468 / 4.463	eV
multiplicity	3
energy relative to the best compared isomer or geometry (same formula, charge and spin)	0.0	kJ/mol
F_max	0.78	eV/A
frontier orbital gap (alpha / beta)	3.7 / 5.9	eV
total charge	-2
calculated total energy	-196421.47781	eV



[4]
Density functional theory data (ωB97M-V/def2-TZVPD) for C25H30N5PrS as an isolated structure.

Structure (XYZ):
```
62
C25H30N5PrS (ωB97M-V/def2-TZVPD)
Pr 0.4842 -0.4834 -0.1708
S 2.9952 -1.8270 0.0025
N -0.8495 0.9449 1.4870
N 2.4176 -1.3270 2.6694
N 3.9647 -2.8785 2.2256
N 1.3836 -0.5548 2.1942
N 0.0975 1.0183 -1.6147
C -0.9987 4.5425 -1.2640
C -2.0144 -3.5466 1.6268
C -0.7631 -3.3220 -0.5781
C -1.7290 -2.4048 -1.0241
C 1.1532 4.3001 -0.2684
C 0.3430 -4.3374 1.4694
C -0.9995 3.2122 -1.6568
C 2.3916 2.1151 -0.3602
C -0.0489 1.3652 2.4788
C 1.0812 0.4756 2.8865
C -1.8212 1.7412 1.0528
C 3.0730 -1.9767 1.7239
C 1.1881 2.9662 -0.6437
C -0.2159 -0.9395 -4.1779
C -1.5522 -1.6654 -2.1843
C -0.4038 -1.8016 -2.9704
C 0.5546 -2.7044 -2.5271
C -2.0532 2.9950 1.6047
C -2.1713 2.6603 -2.4251
C -0.2122 2.5958 3.0856
C 0.3763 -3.4571 -1.3650
C -1.2315 3.4270 2.6259
C -0.9593 -4.1372 0.6957
C 0.0985 2.3649 -1.3362
C 0.0576 5.1063 -0.5583
H -1.8578 5.1568 -1.5223
H -2.0014 1.6100 -2.6584
H -3.0126 -3.5307 1.1890
H -1.3593 4.4104 3.0585
H 4.7078 -3.1910 1.6269
H -2.3047 -0.9433 -2.4762
H -1.3187 -5.1237 0.3801
H 0.7539 -3.3829 1.8099
H -1.7625 -2.5213 1.9197
H -2.8353 3.6168 1.1946
H 0.4594 2.9208 3.8679
H 1.1657 -4.1284 -1.0613
H 0.6644 -1.2330 -4.7484
H -0.0981 0.0915 -3.8269
H -3.1125 2.7392 -1.8686
H 1.4738 -2.8189 -3.0900
H 4.1429 -2.8223 3.2148
H -2.3206 3.2004 -3.3637
H -1.0872 -0.9944 -4.8327
H -2.4074 1.3801 0.2169
H 2.6763 1.5345 -1.2416
H 0.1571 -4.9457 2.3558
H 0.0438 6.1489 -0.2686
H 1.6728 0.7557 3.7564
H 1.1195 -4.8336 0.8894
H 2.0080 4.7208 0.2536
H -2.0709 -4.1358 2.5425
H 3.2441 2.7132 -0.0320
H 2.2578 1.3940 0.4611
H -2.6341 -2.2555 -0.4500
```

LUMO level (alpha / beta)	-0.442 / -0.435	eV
multiplicity	3
energy relative to the best compared isomer or geometry (same formula, charge and spin)	0.0	kJ/mol
F_max	2.06	eV/A
frontier orbital gap (alpha / beta)	5.5 / 5.6	eV
calculated total energy	-58767.42278	eV